Formula: CH5N3O3
Source: the Open Molecules 2025 dataset
Level of theory: the ωB97M-V functional and the def2-TZVPD basis

The geometry in ORCA input format:
```
! wB97M-V def2-TZVPD RIJCOSX def2/J DEFGRID3
* xyz 0 1
N -3.11 -0.06 0.07
N -2.20 0.79 -0.30
N -1.01 0.54 -0.33
O -0.67 -0.83 0.09
H -2.77 -0.94 0.59
H -4.07 0.13 -0.13
H 0.24 -0.89 -0.05
O 2.54 -0.89 -0.47
C 3.04 0.03 0.10
O 2.45 1.13 0.20
H 4.01 -0.03 0.58
H 1.54 1.03 -0.35
*
```

Calculated values
energy relative to the best compared isomer or geometry (same formula, charge and spin)	84.5	kJ/mol
structure (SMILES)	N/N=N\O.O=CO
lowest unoccupied orbital energy	1.0	eV
calculated total energy	-11727.858	eV